# 1
Here is a 2-piece molecular cluster, C9H12N2O overall at a distorted geometry from the Open Molecules 2025 dataset. Energies are from ωB97M-V with the def2-TZVPD basis set.

The value obtained for the HOMO energy is -7.8986 eV. The LUMO energy is 0.9 eV. As for the strongest force on any atom: 4.947 eV Å⁻¹. The energy relative to the best compared isomer or geometry (same formula, charge and spin) comes out at 92.14 kcal per mole. As for the spin multiplicity: 1.

Each line ends with the natural charge from an NBO analysis.
Positions of all 24 atoms, in Å:
C -1.58 -1.77 -1.17  -0.657
C -0.56 -0.70 -1.08  -0.280
C 0.51 -0.83 -0.31  0.235
C 0.74 -2.01 0.48  -0.696
N 1.55 0.24 -0.27  -0.426
C 1.78 1.17 -1.20  -0.059
C 2.84 1.89 -0.76  -0.101
N 3.41 1.21 0.28  -0.584
C 2.59 0.19 0.66  0.739
O 2.74 -0.58 1.59  -0.664
H -2.34 -1.36 -1.82  0.214
H -2.14 -1.89 -0.27  0.217
H -1.41 -2.77 -1.64  0.223
H -0.77 0.08 -1.82  0.211
H -0.13 -2.60 0.76  0.233
H 1.61 -2.54 0.05  0.234
H 1.19 -1.70 1.35  0.278
H 1.22 1.33 -2.16  0.238
H 3.49 2.47 -1.36  0.214
H 4.26 1.27 0.85  0.434
C -2.06 2.78 1.73  -0.220
C -1.69 1.94 1.00  -0.242
H -2.29 3.49 2.49  0.229
H -1.36 1.15 0.42  0.227

***

# 2
Here is one molecule with the formula C9H12N2O at a distorted geometry from the Open Molecules 2025 dataset. Energies are from ωB97M-V with the def2-TZVPD basis set.

The value obtained for the HOMO energy is -7.9780 eV. The LUMO energy is -0.4 eV. As for the strongest force on any atom: 7.223 eV Å⁻¹. The energy relative to the best compared isomer or geometry (same formula, charge and spin) comes out at 189.70 kcal per mole. As for the spin multiplicity: 1.

Each line ends with the natural charge from an NBO analysis.
Positions of all 24 atoms, in Å:
C -4.33 0.95 0.03  0.135
C -3.49 0.02 0.50  0.166
C -0.20 0.34 0.00  0.314
C -1.57 -1.47 -0.05  0.455
C -1.65 -3.02 -0.22  -0.642
C 2.34 -0.36 -0.37  -0.597
C 1.66 1.15 1.36  -0.564
C 1.37 2.06 -0.79  -0.574
C 1.25 0.71 -0.06  -0.231
N -4.95 1.87 -0.37  -0.258
N -2.62 -0.82 0.23  -0.282
O -0.32 -0.98 -0.12  -0.484
H -0.99 -3.38 0.53  0.225
H -2.53 -3.48 0.05  0.234
H -1.28 -3.11 -1.31  0.233
H 2.22 -0.64 -1.47  0.208
H 3.31 0.28 -0.34  0.216
H 2.22 -1.13 0.25  0.205
H 2.65 1.42 1.36  0.209
H 1.05 2.07 1.81  0.212
H 1.70 0.41 2.01  0.195
H 0.91 2.78 -0.30  0.213
H 2.32 2.39 -1.01  0.208
H 0.94 1.94 -1.74  0.204

***

# 3
Here is a 2-piece molecular cluster, C9H12N2O2 overall at a distorted geometry from the Open Molecules 2025 dataset. Energies are from ωB97M-V with the def2-TZVPD basis set.

The value obtained for the HOMO energy is -9.1049 eV. The LUMO energy is -0.2 eV. As for the strongest force on any atom: 5.112 eV Å⁻¹. The energy relative to the best compared isomer or geometry (same formula, charge and spin) comes out at 116.42 kcal per mole. As for the spin multiplicity: 1.

Each line ends with the natural charge from an NBO analysis.
Positions of all 25 atoms, in Å:
C 2.31 -0.24 -0.06  -0.226
C 1.51 -1.62 -0.36  -0.390
C 0.23 -1.79 0.37  -0.460
C -0.90 -0.81 0.24  0.059
C -1.61 -0.15 1.31  -0.261
C -2.71 0.60 1.08  0.026
C -2.66 0.33 -1.14  0.033
C -1.45 -0.42 -1.07  -0.295
C 1.14 1.82 -0.79  0.471
H 1.32 2.66 1.58  0.483
H 2.99 0.03 -0.92  0.212
H 2.94 -0.30 0.76  0.226
H 2.17 -2.53 -0.34  0.231
H 1.15 -1.68 -1.46  0.193
H 0.56 -1.78 1.45  0.215
H -0.19 -2.71 0.05  0.238
H -1.23 -0.10 2.34  0.227
H -2.93 1.27 2.00  0.189
H -3.15 0.42 -2.16  0.195
H -1.01 -0.71 -2.09  0.218
H 1.44 1.68 -1.85  0.156
N 1.55 0.92 0.11  -0.140
N -3.29 0.93 -0.08  -0.412
O 1.20 1.19 1.43  -0.548
O 0.64 2.96 -0.40  -0.640

***

# 4
Here is one molecule with the formula C9H12N2O2S at a distorted geometry from the Open Molecules 2025 dataset. Energies are from ωB97M-V with the def2-TZVPD basis set.

The value obtained for the HOMO energy is -8.0279 eV. The LUMO energy is 0.6 eV. As for the strongest force on any atom: 5.243 eV Å⁻¹. The energy relative to the best compared isomer or geometry (same formula, charge and spin) comes out at 164.19 kcal per mole. As for the spin multiplicity: 1.

Each line ends with the natural charge from an NBO analysis.
Positions of all 26 atoms, in Å:
C 0.74 0.57 -2.23  -0.940
S -0.03 -0.33 -1.10  1.841
O -1.36 -0.75 -1.30  -0.905
C 0.49 -0.13 0.66  -0.600
C -0.34 0.78 1.41  -0.068
C 0.05 2.12 1.62  -0.200
C -0.79 2.98 2.33  -0.192
C -2.05 2.56 2.69  -0.206
C -2.49 1.28 2.34  -0.202
C -1.62 0.34 1.84  -0.184
N 0.80 -1.95 -1.37  0.109
O 0.53 -2.88 -0.62  -0.483
N 1.46 -1.81 -2.39  -0.202
C 1.98 -3.11 -2.88  -0.462
H 0.18 0.75 -3.01  0.236
H 1.66 0.99 -2.01  0.236
H 1.52 0.17 0.44  0.244
H 0.37 -1.16 0.91  0.268
H 0.98 2.55 1.43  0.214
H -0.47 4.03 2.49  0.216
H -2.71 3.22 3.26  0.218
H -3.43 0.88 2.72  0.217
H -1.95 -0.69 1.72  0.230
H 1.36 -3.89 -2.88  0.205
H 2.29 -2.99 -3.86  0.204
H 2.84 -3.53 -2.21  0.205

***

# 5
Here is one molecule with the formula C9H12N2O3 at a distorted geometry from the Open Molecules 2025 dataset. Energies are from ωB97M-V with the def2-TZVPD basis set.

The value obtained for the HOMO energy is -9.2757 eV. The LUMO energy is 0.4 eV. As for the strongest force on any atom: 4.434 eV Å⁻¹. The energy relative to the best compared isomer or geometry (same formula, charge and spin) comes out at 3.03 kcal per mole. As for the spin multiplicity: 1.

Each line ends with the natural charge from an NBO analysis.
Positions of all 26 atoms, in Å:
C 0.43 -1.16 -2.97  -0.663
C 0.13 -1.12 -1.49  -0.162
C -0.19 0.04 -0.81  0.021
C -0.27 1.37 -1.45  -0.662
C -0.60 -0.05 0.69  -0.261
C -2.05 -0.56 0.69  -0.583
C 0.32 -1.01 1.44  0.690
O 0.11 -2.20 1.50  -0.570
N 1.59 -0.62 1.73  -0.635
C 1.81 0.70 2.03  0.784
O 2.87 1.03 2.46  -0.584
N 0.78 1.55 2.07  -0.635
C -0.40 1.28 1.47  0.691
O -1.29 2.13 1.57  -0.573
H 1.43 -0.73 -3.21  0.223
H -0.32 -0.58 -3.53  0.220
H 0.53 -2.22 -3.29  0.225
H 0.13 -2.11 -1.01  0.222
H -1.28 1.80 -1.41  0.236
H 0.01 1.37 -2.50  0.229
H 0.47 2.03 -0.95  0.219
H -2.20 -1.52 0.23  0.239
H -2.72 0.17 0.21  0.231
H -2.41 -0.71 1.74  0.221
H 2.18 -1.24 2.25  0.437
H 0.96 2.37 2.57  0.442

***

# 6
Here is one molecule with the formula C9H12N2OS at a distorted geometry from the Open Molecules 2025 dataset. Energies are from ωB97M-V with the def2-TZVPD basis set.

The value obtained for the HOMO energy is -8.8853 eV. The LUMO energy is 0.0 eV. As for the strongest force on any atom: 7.443 eV Å⁻¹. The energy relative to the best compared isomer or geometry (same formula, charge and spin) comes out at 99.06 kcal per mole. As for the spin multiplicity: 1.

Each line ends with the natural charge from an NBO analysis.
Positions of all 25 atoms, in Å:
S 0.85 -1.39 -1.60  -0.097
C 0.50 -0.09 -0.70  0.412
O -0.60 0.04 -0.02  -0.486
C -1.32 -1.14 0.20  0.064
C -2.79 -0.72 0.35  -0.433
C -3.01 -1.15 1.73  -0.433
C -1.70 -1.60 2.52  -0.400
C -0.89 -1.97 1.30  -0.449
N 1.35 1.10 -0.54  -0.421
C 0.80 2.32 0.01  -0.091
C 1.76 3.33 -0.28  -0.070
N 2.86 2.61 -0.79  -0.450
C 2.61 1.35 -1.06  0.198
H -1.07 -1.75 -0.79  0.222
H -3.44 -1.51 -0.02  0.212
H -3.17 0.38 0.06  0.237
H -3.43 -0.48 2.48  0.221
H -3.74 -1.89 1.40  0.210
H -1.85 -2.56 3.15  0.220
H -1.09 -0.84 3.19  0.215
H -1.17 -2.87 0.96  0.214
H 0.26 -1.88 1.45  0.226
H -0.28 2.53 0.23  0.239
H 1.77 4.34 -0.14  0.213
H 3.24 0.53 -1.32  0.224

***

HOMO of number 1 (C9H12N2O)? -7.8986 eV